Entry 1:
# C29H29BrN8O7P2Ta

A molecular structure, C29H29BrN8O7P2Ta in a non-equilibrium geometry (wB97M-V/def2-TZVPD, the OMol25 dataset).

The geometry in ORCA input format:
```
! RIJCOSX wB97M-V def2-TZVPD def2/J DEFGRID3
* xyz 3 1
Ta 0.697 -1.324 0.564
Br 0.317 -4.105 -6.348
C 0.355 -3.716 -4.528
C -0.407 -4.469 -3.637
C -0.393 -4.194 -2.273
C 0.366 -3.147 -1.826
O 0.354 -2.825 -0.485
C 1.161 -2.387 -2.686
C 2.186 -1.518 -2.162
N 2.241 -1.051 -0.954
C 3.545 -0.819 -0.367
C 4.559 -0.066 -0.861
C 5.831 -0.134 -0.236
C 6.051 -0.987 0.807
C 4.993 -1.789 1.314
C 5.135 -2.780 2.314
C 4.058 -3.545 2.674
C 2.805 -3.283 2.108
N 2.627 -2.346 1.187
C 3.730 -1.646 0.750
C 1.163 -2.700 -4.050
H -1.012 -5.287 -4.007
H -0.973 -4.787 -1.577
H 3.059 -1.352 -2.794
H 4.415 0.564 -1.732
H 6.638 0.473 -0.622
H 7.036 -1.073 1.249
H 6.104 -2.943 2.772
H 4.147 -4.334 3.407
H 1.936 -3.836 2.432
H 1.805 -2.149 -4.728
N 0.783 0.826 4.612
C -0.234 0.711 3.473
C -1.509 1.496 3.805
P -0.487 -1.095 3.190
O -1.539 -1.483 4.259
O 0.857 -1.747 3.234
O -0.986 -1.269 1.715
P 0.514 1.393 1.910
O 1.352 2.596 2.461
O -0.531 1.650 0.929
O 1.528 0.243 1.444
H 1.474 0.067 4.584
H 0.311 0.797 5.522
H 1.286 1.719 4.554
H -1.960 1.122 4.725
H -2.225 1.379 2.993
H -1.298 2.561 3.909
H -1.774 -2.412 4.404
H 1.393 3.400 1.922
C 0.475 1.534 -1.869
C -0.687 0.630 -1.648
N -0.689 -0.522 -0.966
C -1.982 -1.057 -1.046
C -2.732 -0.217 -1.779
N -1.903 0.829 -2.159
C -2.360 2.073 -2.818
N -2.823 3.026 -1.870
N -1.913 3.651 -1.067
N -2.534 4.372 -0.213
C -3.900 4.237 -0.448
C -4.982 4.847 0.199
C -6.236 4.530 -0.255
C -6.424 3.630 -1.333
C -5.369 3.031 -1.982
C -4.097 3.367 -1.502
H 1.332 1.186 -1.300
H 0.229 2.546 -1.554
H 0.748 1.553 -2.927
H -2.266 -1.987 -0.585
H -3.768 -0.263 -2.074
H -3.176 1.816 -3.488
H -1.537 2.474 -3.401
H -4.826 5.547 1.010
H -7.102 4.983 0.207
H -7.433 3.419 -1.664
H -5.532 2.367 -2.821
*
```

Results
- Molar mass: 924.40 g mol⁻¹
- ΔE to the lowest compared entry with this formula, charge and spin: 1.622 eV
- Frontier orbital gap: 5.085 eV
- Electronic energy: -5400.46258 Eh
- LUMO: -9.7 eV
- HOMO level: -14.8 eV

=====

Entry 2:
# C29H29CdN10O2S2

A molecular structure, C29H29CdN10O2S2 (wB97M-V/def2-TZVPD, the OMol25 dataset).

The geometry in ORCA input format:
```
! RIJCOSX wB97M-V def2-TZVPD def2/J DEFGRID3
* xyz -1 1
Cd -0.318 -0.363 0.255
C 4.836 -2.728 3.685
C 4.921 -1.366 3.004
N 4.291 -1.331 1.697
C 2.913 -1.243 1.562
S 2.258 -1.610 0.035
N 2.282 -0.856 2.648
N 0.939 -0.703 2.480
C 0.287 -0.605 3.582
C 0.962 -0.698 4.920
C -1.168 -0.349 3.499
C -2.047 -0.678 4.529
C -3.394 -0.399 4.375
C -3.835 0.205 3.211
C -2.897 0.485 2.229
N -1.605 0.216 2.371
H 5.304 -2.706 4.672
H 3.790 -3.013 3.803
H 5.334 -3.496 3.089
H 4.429 -0.616 3.620
H 5.963 -1.060 2.882
H 4.698 -1.907 0.976
H 1.503 -1.641 5.011
H 1.716 0.089 4.993
H 0.261 -0.595 5.745
H -1.690 -1.168 5.423
H -4.095 -0.658 5.160
H -4.877 0.442 3.051
H -3.180 0.935 1.287
O -1.598 3.811 -0.040
C -0.999 2.724 0.036
N -1.380 1.535 -0.388
C -2.601 1.505 -1.158
C -2.374 1.453 -2.655
C -3.301 0.791 -3.463
C -3.107 0.751 -4.830
C -1.988 1.375 -5.362
C -1.132 2.022 -4.485
N -1.310 2.072 -3.168
C 0.395 2.752 0.659
C 0.776 3.880 1.377
C 2.065 3.958 1.871
C 2.945 2.919 1.611
C 2.480 1.827 0.897
N 1.231 1.734 0.443
H -3.208 2.396 -0.954
H -3.190 0.622 -0.892
H -4.139 0.287 -2.997
H -3.802 0.221 -5.471
H -1.775 1.357 -6.423
H -0.249 2.530 -4.864
H 0.046 4.667 1.502
H 2.386 4.822 2.442
H 3.969 2.937 1.959
H 3.138 0.993 0.681
N 1.522 -0.416 -3.883
C 1.286 -0.051 -2.589
N 0.165 -0.508 -2.132
C -0.390 -1.246 -3.166
C -1.594 -1.942 -3.226
C -1.895 -2.598 -4.404
C -1.032 -2.560 -5.508
C 0.161 -1.861 -5.469
C 0.461 -1.210 -4.279
H 2.372 -0.244 -4.388
H 1.968 0.562 -2.021
H -2.270 -1.949 -2.378
H -2.824 -3.150 -4.480
H -1.307 -3.088 -6.413
H 0.823 -1.825 -6.325
O -3.840 -1.601 -0.347
S -2.950 -2.552 0.358
N -1.516 -2.285 0.530
*
```

Results
- Molar mass: 726.16 g mol⁻¹
- ΔE to the lowest compared entry with this formula, charge and spin: 0.286 eV
- Frontier orbital gap: 7.432 eV
- Electronic energy: -2784.80108 Eh
- LUMO: 2.7 eV
- HOMO level: -4.8 eV

=====

Entry 3:
# C29H29Ge2MnN7O6S4

A molecular structure, C29H29Ge2MnN7O6S4 (wB97M-V/def2-TZVPD, the OMol25 dataset).

The geometry in ORCA input format:
```
! RIJCOSX wB97M-V def2-TZVPD def2/J DEFGRID3
* xyz 1 3
Mn -0.851 1.439 1.233
N -0.996 -1.790 2.497
C -0.445 -0.827 3.235
N -0.318 0.437 2.849
C 0.269 1.212 3.847
C 0.621 0.546 4.960
S 0.189 -1.120 4.814
C 0.398 2.619 3.512
C 0.901 3.647 4.218
S 0.816 5.102 3.288
C 0.110 4.231 1.975
N -0.063 2.946 2.241
N -0.184 4.805 0.804
H -1.492 -1.518 1.654
H -1.154 -2.700 2.894
H 1.085 0.924 5.855
H 1.312 3.649 5.212
H -0.141 5.805 0.711
H -0.784 4.296 0.164
O -3.748 3.874 0.959
S -3.130 2.623 0.697
O -1.833 2.667 -0.062
O -2.707 1.852 1.910
C -4.195 1.652 -0.329
C -5.486 2.140 -0.456
C -6.378 1.556 -1.344
C -5.960 0.491 -2.120
C -4.673 -0.010 -1.975
C -3.774 0.553 -1.083
S -2.217 -0.342 -0.986
O -1.260 0.213 -1.906
O -2.591 -1.718 -1.162
O -1.728 -0.164 0.426
H -5.781 3.002 0.126
H -7.382 1.947 -1.432
H -6.631 0.032 -2.834
H -4.371 -0.874 -2.551
C -0.931 -4.117 -0.187
Ge 0.229 -3.264 -1.509
C 1.945 -4.211 -1.714
C -0.535 -3.124 -3.297
Ge 1.243 -1.148 -0.695
C 2.126 -1.289 1.043
C 2.288 -2.585 1.535
C 3.010 -2.830 2.695
C 3.573 -1.772 3.392
C 3.407 -0.474 2.925
C 2.693 -0.236 1.763
C 2.324 -0.300 -2.041
C 3.579 0.222 -1.711
C 4.377 0.786 -2.691
C 3.924 0.846 -4.004
C 2.675 0.342 -4.338
C 1.879 -0.233 -3.361
H -1.299 -5.057 -0.600
H -1.793 -3.490 0.028
H -0.390 -4.341 0.732
H 1.732 -5.065 -2.360
H 2.374 -4.578 -0.785
H 2.685 -3.591 -2.221
H -0.723 -4.147 -3.632
H 0.174 -2.680 -3.994
H -1.466 -2.571 -3.312
H 1.854 -3.431 1.016
H 3.134 -3.846 3.047
H 4.139 -1.957 4.296
H 3.846 0.357 3.463
H 2.579 0.781 1.406
H 3.939 0.178 -0.690
H 5.350 1.183 -2.433
H 4.544 1.297 -4.768
H 2.311 0.418 -5.353
H 0.885 -0.581 -3.621
N 0.703 1.243 0.054
C 0.795 1.939 -0.921
N 1.034 2.699 -1.863
C 0.419 2.681 -3.044
N -0.059 2.747 -4.089
*
```

Results
- Molar mass: 900.02 g mol⁻¹
- ΔE to the lowest compared entry with this formula, charge and spin: 0.218 eV
- Frontier orbital gap (alpha / beta): 7.452 / 7.643 eV
- Electronic energy: -8854.70642 Eh
- LUMO (alpha / beta): -3.6 / -3.4 eV
- HOMO level (alpha / beta): -11.1 / -11.0 eV